47
Properties=species:S:1:pos:R:3:nbo_charge:R:1 method="wB97M-V/def2-TZVPD" lumo_ev=-6.71 total_charge=+2 energy_ha=-3831.31807 homo_energy_ev=-15.2 relative_energy_kj_mol=0.4
Ir 0.3699 -0.6493 -0.2416 0.883
N 0.2858 -0.6360 1.8165 -0.703
C 0.3047 0.7445 2.3123 0.068
C 0.3436 1.0723 3.6354 -0.162
C 0.3470 2.4325 4.0135 -0.172
C 0.3025 3.4196 3.0685 -0.135
C 0.2576 3.0949 1.6918 -0.099
C 0.1993 4.0512 0.6516 -0.055
C 0.1492 3.6330 -0.6490 -0.250
C 0.1719 2.2600 -0.9342 0.107
N 0.2342 1.3435 0.0128 -0.397
C 0.2692 1.7393 1.3258 0.204
H -0.5413 -1.1188 2.1692 0.424
H 1.0953 -1.1363 2.1842 0.429
H 0.3723 0.3018 4.3970 0.248
H 0.3828 2.6853 5.0637 0.257
H 0.3006 4.4613 3.3617 0.251
H 0.1923 5.1062 0.8951 0.254
H 0.0988 4.3342 -1.4690 0.264
H 0.1411 1.9090 -1.9567 0.227
C 3.6992 -2.5278 -2.5281 -1.130
Si 2.3544 -1.7380 -1.5538 1.620
C 1.1433 -2.9513 -0.7129 -1.062
C 1.0790 -0.7489 -2.5796 -1.065
C 2.4661 -0.5470 -0.1611 -1.060
H 3.3126 -3.1975 -3.2976 0.272
H 4.3502 -3.1042 -1.8676 0.276
H 4.3134 -1.7661 -3.0122 0.276
H 0.7193 -3.6532 -1.4335 0.284
H 0.1738 -2.5745 -0.2329 0.220
H 1.6178 -3.4957 0.1033 0.277
H 0.6833 -1.3572 -3.3956 0.290
H 1.5070 0.1751 -2.9662 0.271
H 0.0792 -0.4214 -2.1262 0.231
H 2.8591 0.4488 -0.3647 0.240
H 2.8906 -0.9214 0.7732 0.224
Br -6.4542 -1.2162 -0.7820 0.206
C -4.6049 -1.0628 -0.6330 -0.034
C -3.7649 -1.8883 -1.3700 -0.253
C -2.4023 -1.7400 -1.2259 0.068
N -1.8419 -0.8335 -0.4083 -0.532
C -2.6662 -0.0401 0.2939 0.043
C -4.0400 -0.1196 0.2172 -0.245
H -4.1618 -2.6339 -2.0437 0.266
H -1.7268 -2.3717 -1.7892 0.210
H -2.2045 0.6953 0.9419 0.204
H -4.6576 0.5429 0.8063 0.261

143
Properties=species:S:1:pos:R:3:mulliken_charge:R:1 method="wB97M-V/def2-TZVPD" lumo_ev=-2.67 total_charge=+1 energy_ha=-2412.36010 homo_energy_ev=-8.5
C 18.2109 -24.8696 -16.4768 -0.279
O 19.3132 -24.2661 -15.8098 -0.582
C 19.4970 -24.7653 -14.4966 1.494
C 20.4999 -23.8154 -13.8650 -1.052
N 20.0192 -22.4059 -14.1322 -0.032
H 19.6102 -22.4067 -15.0747 0.334
H 19.2741 -22.1651 -13.4802 0.425
C 21.0584 -21.3309 -14.1214 -0.885
C 21.9754 -21.4031 -12.9085 -0.463
O 21.1699 -21.6140 -11.7756 -0.315
C 21.8478 -21.2981 -10.5764 -0.783
H 18.4917 -25.7236 -17.0896 0.428
H 17.5952 -24.1513 -17.0164 0.337
H 17.4879 -25.2933 -15.7673 -0.285
H 19.8298 -25.8020 -14.4275 -0.378
H 18.5121 -24.6392 -14.0380 -0.559
H 21.4498 -23.8940 -14.3907 0.440
H 20.5815 -23.8690 -12.7834 0.486
H 20.5317 -20.3820 -13.9983 0.443
H 21.5730 -21.2678 -15.0759 0.366
H 22.4502 -20.4200 -12.8519 0.521
H 22.7226 -22.1937 -13.0225 0.346
H 22.6649 -21.9999 -10.3708 0.332
H 21.1416 -21.4205 -9.7589 0.264
H 22.2956 -20.3022 -10.5406 0.316
C 14.1396 -24.8865 -18.2618 -0.711
O 14.1712 -26.2863 -18.0735 -0.406
C 15.4787 -26.7977 -18.1226 1.144
C 15.3928 -28.2964 -18.3242 -1.509
N 14.4752 -28.6449 -19.4616 0.043
H 14.0890 -29.5845 -19.3915 0.430
H 13.7120 -27.9691 -19.5897 0.566
C 15.2012 -28.6745 -20.8076 -0.761
C 14.1919 -28.4877 -21.9254 -0.617
O 13.2917 -27.5183 -21.5028 -0.294
C 12.2120 -27.2495 -22.3908 -0.796
H 14.6009 -24.4899 -19.1752 0.383
H 14.6662 -24.3770 -17.4516 0.058
H 13.1108 -24.5387 -18.3051 0.272
H 16.0112 -26.6472 -17.1773 -0.797
H 16.0143 -26.3648 -18.9790 0.854
H 15.0399 -28.8304 -17.4351 0.149
H 16.3392 -28.8075 -18.5079 0.489
H 15.7639 -29.6057 -20.7996 0.493
H 15.9295 -27.8674 -20.7564 0.318
H 13.7753 -29.4205 -22.3221 0.495
H 14.8140 -28.1429 -22.7662 0.363
H 12.5126 -26.9534 -23.3985 0.305
H 11.6314 -26.4276 -21.9810 0.244
H 11.6126 -28.1657 -22.4149 0.336
C 18.1526 -28.3163 -15.7018 2.500
C 17.1806 -29.4763 -15.4738 0.177
O 16.0198 -29.2182 -15.0275 -0.667
O 17.5536 -30.6496 -15.7121 -0.796
H 17.7267 -27.6411 -16.4448 -0.788
H 19.1076 -28.6334 -16.1292 -0.713
H 18.3831 -27.8719 -14.7308 -0.761
C 19.3280 -27.6702 -11.6752 -0.083
C 18.2533 -28.7666 -11.8601 -0.238
N 17.4625 -29.0852 -10.6761 0.141
C 16.6295 -27.9409 -10.2975 0.486
C 15.4888 -28.3752 -9.3389 -1.337
C 18.2529 -29.5715 -9.5594 -0.374
C 18.9166 -30.9032 -9.8675 -0.920
H 18.9573 -26.6890 -11.3718 0.236
H 19.7713 -27.5695 -12.6733 -0.423
H 20.1175 -27.9272 -10.9677 0.415
H 17.5714 -28.4036 -12.6336 -0.530
H 18.6596 -29.6906 -12.2723 0.427
H 17.1563 -27.0690 -9.8856 0.271
H 16.1408 -27.5792 -11.2040 -0.488
H 15.4509 -27.7364 -8.4556 0.296
H 14.5449 -28.2441 -9.8665 0.386
H 15.5907 -29.4133 -9.0388 0.398
H 17.6544 -29.6341 -8.6488 0.490
H 19.0463 -28.8757 -9.2346 0.292
H 19.4207 -31.3273 -9.0002 0.435
H 19.6396 -30.8081 -10.6839 -0.184
H 18.2527 -31.6664 -10.2827 0.328
C 26.1057 -28.6988 -14.4137 -1.559
C 24.7461 -29.2036 -14.8444 0.019
N 23.7600 -29.1883 -13.7666 0.053
C 22.3741 -29.0616 -14.1937 0.308
C 21.9992 -27.7143 -14.8215 -0.654
C 23.8922 -30.4729 -13.0470 0.135
C 23.1560 -30.5004 -11.7066 -1.466
H 26.1216 -27.7353 -13.9028 0.343
H 26.7361 -28.5721 -15.3009 0.439
H 26.6873 -29.3775 -13.7835 0.321
H 24.4451 -28.5523 -15.6699 0.366
H 24.8258 -30.2140 -15.2675 0.085
H 22.0687 -29.8553 -14.8907 -0.306
H 21.7631 -29.1530 -13.2955 0.006
H 20.9719 -27.7947 -15.1886 -0.220
H 22.0027 -26.8408 -14.1643 0.351
H 22.6506 -27.4843 -15.6662 0.405
H 24.9548 -30.6411 -12.8619 0.493
H 23.5981 -31.3503 -13.6403 -0.090
H 23.6696 -31.2536 -11.1038 0.462
H 22.0898 -30.6998 -11.7908 0.249
H 23.2666 -29.5909 -11.1118 0.344
C 21.1329 -30.0073 -17.9332 -0.448
C 21.6337 -31.1847 -18.7601 -0.921
N 21.1504 -32.4775 -18.2548 0.043
C 21.6378 -33.5274 -19.1464 -0.368
C 20.8886 -34.8486 -18.9182 -1.370
C 21.5001 -32.7169 -16.8487 -0.787
C 22.9739 -32.4493 -16.5058 -0.596
H 21.0158 -29.0998 -18.5281 0.506
H 21.8971 -29.7739 -17.1837 -0.258
H 20.2080 -30.1805 -17.3833 0.166
H 21.2417 -31.0632 -19.7737 0.578
H 22.7251 -31.1651 -18.8888 0.331
H 21.4379 -33.2026 -20.1681 0.480
H 22.7139 -33.7172 -19.0348 0.235
H 19.8350 -34.7235 -18.6827 0.331
H 20.9831 -35.5143 -19.7793 0.414
H 21.3864 -35.3979 -18.1145 0.323
H 21.1918 -33.7060 -16.5188 0.565
H 20.9374 -32.0038 -16.2399 0.091
H 23.1476 -31.3760 -16.5543 -0.039
H 23.6150 -32.9418 -17.2406 0.378
H 23.1875 -32.8536 -15.5172 0.290
N 15.9416 -23.9183 -13.8353 0.240
C 14.9815 -24.0903 -14.7896 -1.515
C 14.6462 -25.4313 -14.8635 -0.906
C 15.4550 -26.0797 -13.9059 0.631
C 16.1736 -25.1362 -13.2212 -1.374
H 16.3926 -23.0523 -13.6207 0.200
H 14.7003 -23.2729 -15.4353 0.483
H 13.9189 -25.8243 -15.5526 0.876
H 15.4003 -27.1508 -13.7516 0.669
H 16.9260 -25.2577 -12.4592 0.766
N 11.1785 -29.5602 -14.4299 0.016
C 11.4783 -30.4087 -15.4490 -0.694
C 12.4158 -29.7828 -16.2492 -0.692
C 12.7832 -28.5671 -15.5761 1.096
C 11.9923 -28.4574 -14.4712 -0.818
H 10.5144 -29.6916 -13.6913 0.180
H 10.9522 -31.3474 -15.4905 0.427
H 12.8703 -30.1456 -17.1550 0.225
H 13.5302 -27.8696 -15.9097 -0.237
H 11.9588 -27.7416 -13.6674 0.449